Record 1
2 unconnected molecules or ions with the total composition C30H25O5S2, computed with the ωB97M-V functional and the def2-TZVPD basis.

The geometry in XYZ format:
```
62
Properties=species:S:1:pos:R:3:forces:R:3:nbo_charge:R:1
S 0.418 2.370 0.497 0.365 0.355 -1.017 2.159
S 2.482 0.507 1.829 0.949 -0.806 -0.946 2.182
O -0.801 2.919 1.045 0.307 -0.371 -0.102 -0.922
O 3.294 1.347 0.971 -0.291 -0.161 0.679 -0.941
O 2.615 0.550 3.264 -0.243 0.190 -0.154 -0.932
O -5.708 0.977 1.284 -0.221 0.043 -0.723 -0.500
O 0.549 2.095 -0.925 -0.271 0.321 1.178 -0.915
C -2.883 -3.286 -3.003 0.106 0.673 0.346 -0.289
C -2.306 -2.112 -2.493 -0.214 -0.617 -0.175 -0.250
C 1.850 4.033 2.209 0.125 -0.147 -0.235 -0.138
C -4.385 0.667 1.340 1.106 -0.192 -0.373 0.314
C -2.464 0.169 2.735 0.872 -0.041 -0.386 -0.152
C 2.786 -1.169 1.288 0.026 -0.309 -0.044 -0.348
C 2.621 -2.282 2.122 -0.142 0.095 -0.104 -0.198
C -3.815 0.425 2.615 -0.578 0.201 -0.722 -0.277
C 3.672 5.448 1.466 -0.126 -0.194 -0.028 -0.204
C 1.287 -1.224 -2.696 -1.036 -0.908 0.020 -0.251
C -2.098 -4.293 -3.601 0.636 -0.138 -0.049 -0.292
C 3.471 5.017 0.153 -0.235 0.001 0.088 -0.215
C 1.226 -2.516 -3.269 -0.005 0.117 0.063 -0.398
C 3.174 -1.329 -0.039 -0.154 0.085 0.002 -0.162
C -0.175 -0.055 1.732 1.130 1.275 0.516 -0.030
C 0.001 -0.880 -2.207 -0.176 -0.154 -0.430 -0.420
C -1.609 0.169 1.606 -1.623 -0.257 -0.502 -0.142
C -0.714 -4.140 -3.709 -0.651 -0.017 0.224 -0.213
C 2.469 4.092 -0.137 0.065 -0.228 0.108 -0.165
C -2.203 0.340 0.345 0.489 -0.092 0.186 -0.153
C -3.558 0.575 0.193 -0.797 0.191 0.701 -0.257
C 1.701 3.571 0.899 -0.034 0.207 0.255 -0.307
C 3.123 -3.728 0.241 0.026 0.300 0.081 -0.127
C 2.777 -3.563 1.588 0.077 0.203 0.010 -0.243
C -0.117 -2.984 -3.196 0.382 0.863 0.106 -0.108
C -0.914 -1.939 -2.551 0.994 -0.051 -0.256 -0.023
C 2.859 4.955 2.492 -0.121 -0.014 -0.139 -0.220
C 3.331 -2.608 -0.564 0.120 -0.130 0.052 -0.201
C -6.258 1.249 -0.034 0.389 -0.190 0.710 -0.259
C 0.795 0.816 1.360 -0.858 -0.132 0.429 -0.618
H 4.459 6.170 1.689 -0.215 -0.231 -0.042 0.210
H 3.598 -2.717 -1.615 -0.134 -0.028 0.331 0.237
H -0.078 -4.887 -4.186 -0.255 0.004 0.022 0.183
H 0.159 -0.909 2.324 -0.063 -0.022 -0.185 0.229
H 1.194 3.657 2.992 0.198 0.052 -0.117 0.225
H 4.091 5.387 -0.663 -0.119 0.005 0.247 0.214
H -2.014 0.015 3.716 -0.236 -0.014 -0.143 0.207
H 3.237 -4.727 -0.182 -0.085 0.278 0.138 0.208
H 2.632 -4.437 2.227 0.046 0.275 -0.181 0.211
H -7.308 1.484 0.146 0.162 -0.029 -0.071 0.195
H -1.583 0.265 -0.546 -0.152 0.013 0.278 0.254
H 2.170 -0.603 -2.630 -0.035 0.050 -0.022 0.180
H 2.372 -2.136 3.173 0.009 -0.043 -0.223 0.227
H -4.469 0.447 3.482 0.137 0.040 -0.091 0.219
H 2.292 3.747 -1.153 0.105 -0.011 0.225 0.250
H -5.747 2.109 -0.497 -0.163 -0.293 0.152 0.187
H -0.261 0.090 -1.802 0.140 -0.173 -0.171 0.190
H -6.173 0.363 -0.683 -0.030 0.296 0.212 0.188
H 3.329 -0.444 -0.653 -0.090 -0.285 0.107 0.251
H -3.962 -3.431 -2.939 0.176 0.088 -0.019 0.183
H 3.005 5.286 3.521 -0.032 -0.040 -0.281 0.212
H -2.569 -5.201 -3.978 0.019 0.203 0.045 0.183
H -2.927 -1.322 -2.066 -0.032 -0.239 -0.050 0.177
H 2.032 -3.091 -3.717 0.022 0.194 0.044 0.179
H -3.972 0.702 -0.811 0.245 -0.062 0.422 0.218
```
Forces are in eV/Å.

Calculated values
- net charge = -1
- calculated total energy (eV) = -63421.6374
- LUMO (eV) = 2.2
- spin multiplicity = 1
- energy relative to the best compared isomer or geometry (same formula, charge and spin) (kJ/mol) = 0.0
- strongest force on any atom (hartree/bohr) = 0.035
- frontier orbital gap (eV) = 4.687
- HOMO energy (eV) = -2.49

***

Record 2
A molecular structure, C30H26BeN6O3STe, computed with the ωB97M-V functional and the def2-TZVPD basis.

The geometry in XYZ format:
```
68
Properties=species:S:1:pos:R:3:forces:R:3:nbo_charge:R:1
Te -1.437 -3.474 0.757 0.099 -0.213 0.262 -0.245
S -2.440 -4.943 -2.186 -0.094 -0.270 0.300 0.378
O -3.151 4.056 -4.081 0.117 0.008 0.022 -0.622
O 0.043 -1.107 2.325 -0.056 -0.199 -0.044 -0.700
O 4.199 -0.621 2.540 0.159 -0.027 0.032 -0.706
N 1.983 -0.837 1.170 0.966 0.092 -0.557 -0.513
N 0.080 -1.877 -2.010 0.279 -0.043 -0.182 -0.663
N -2.448 2.344 -2.786 0.182 0.025 -0.153 -0.665
N -1.945 4.598 -2.248 -0.006 0.039 0.118 -0.658
N -1.377 -0.160 -0.357 0.187 -0.097 0.124 -0.593
N 1.350 -1.128 0.031 0.314 -0.029 0.567 -0.357
C -1.627 0.493 -1.494 0.071 0.170 -0.122 -0.004
C -0.671 -2.304 -3.026 -0.208 -0.040 0.243 0.083
C 1.872 -1.477 -3.541 0.155 0.104 0.319 -0.236
C 4.052 -0.682 4.877 0.137 -0.053 0.036 -0.310
C 1.267 -0.927 2.317 -1.254 -0.174 -0.396 0.644
C 3.422 -0.703 3.632 -0.262 0.056 0.069 0.439
C -2.276 1.719 -1.548 -0.107 -0.082 0.298 0.196
C -1.821 0.376 0.785 -0.064 -0.054 0.152 0.051
C -2.546 3.697 -3.091 -0.113 -0.065 -0.050 0.789
C -0.213 -2.349 -4.323 0.220 0.133 -0.202 -0.271
C -2.001 -5.075 -0.517 -0.022 0.322 -0.308 -0.453
C 1.925 -0.804 5.998 -0.002 -0.059 0.084 -0.271
C 3.316 -0.746 6.042 -0.018 0.089 -0.076 -0.163
C 1.347 -1.478 -2.246 -0.367 -0.244 -0.745 0.173
C 2.016 -0.805 3.579 0.464 0.072 0.077 -0.272
C -0.918 5.255 -0.167 -0.085 -0.050 -0.092 -0.260
C -2.985 -6.572 -2.267 -0.016 0.184 -0.118 -0.433
C -2.502 1.580 0.818 -0.037 0.019 -0.093 -0.220
C 1.024 4.121 0.720 -0.013 -0.027 0.066 -0.010
C 2.045 -1.076 -1.065 0.168 0.162 0.582 -0.021
C -2.271 -6.339 -0.079 0.173 0.172 0.200 -0.311
C -2.839 -7.188 -1.067 -0.005 -0.080 -0.065 -0.248
C -2.737 2.269 -0.354 -0.031 -0.171 -0.055 -0.191
C 0.046 5.103 0.818 0.046 0.014 -0.049 -0.192
C 0.079 3.470 -1.414 0.044 0.084 -0.074 -0.264
C 1.292 -0.840 4.775 0.023 -0.001 -0.028 -0.128
C 1.024 3.316 -0.416 -0.027 0.012 -0.022 -0.192
C -0.924 4.427 -1.282 0.141 -0.058 0.061 0.208
C 1.084 -1.905 -4.586 -0.317 -0.139 0.053 -0.128
C 2.067 3.921 1.785 -0.041 -0.010 -0.059 -0.634
Be -0.293 -1.670 -0.307 -0.639 0.399 -0.146 1.471
H -0.851 -2.714 -5.113 -0.044 0.003 0.019 0.237
H -1.675 -2.610 -2.763 0.041 0.070 -0.064 0.233
H -3.386 -6.961 -3.188 0.026 -0.080 0.019 0.233
H 1.791 2.557 -0.528 -0.003 -0.024 0.012 0.215
H 2.886 -1.137 -3.706 0.006 0.001 0.024 0.231
H -1.682 6.018 -0.071 -0.020 -0.015 0.042 0.214
H 3.606 -0.672 1.751 -0.105 -0.017 0.022 0.499
H 2.095 2.877 2.101 0.034 0.000 0.032 0.231
H -2.642 1.757 -3.581 -0.134 0.054 -0.007 0.418
H -1.285 0.031 -2.409 0.067 0.104 -0.032 0.201
H 0.215 -0.908 4.710 0.013 -0.032 -0.041 0.233
H -3.130 -8.212 -0.884 0.029 -0.018 -0.011 0.222
H -2.851 1.960 1.766 0.012 0.019 0.004 0.234
H 1.462 -1.897 -5.599 0.037 -0.037 0.003 0.229
H 3.093 -0.800 -1.064 -0.020 0.042 0.036 0.208
H -2.208 5.550 -2.451 -0.051 -0.024 -0.105 0.417
H 3.056 4.177 1.401 0.026 -0.002 0.054 0.223
H 1.868 4.538 2.660 0.009 0.011 0.005 0.217
H 5.133 -0.632 4.903 0.006 0.022 -0.030 0.220
H -1.605 -0.175 1.685 0.005 -0.017 -0.005 0.267
H 1.353 -0.842 6.915 -0.028 0.003 -0.010 0.213
H 0.028 5.764 1.676 0.020 -0.026 0.033 0.215
H 0.124 2.848 -2.297 -0.036 -0.007 -0.031 0.219
H -3.277 3.205 -0.355 0.013 0.036 -0.012 0.234
H -2.060 -6.641 0.938 -0.074 -0.048 0.005 0.228
H 3.828 -0.741 6.995 0.011 0.010 0.009 0.211
```
Forces are in eV/Å.

Calculated values
- calculated total energy (eV) = -65148.4330
- LUMO (eV) = -1.2
- spin multiplicity = 1
- energy relative to the best compared isomer or geometry (same formula, charge and spin) (kJ/mol) = 38.3
- strongest force on any atom (hartree/bohr) = 0.026
- frontier orbital gap (eV) = 5.661
- HOMO energy (eV) = -6.85

***

> The lowest energy relative to the best compared isomer or geometry (same formula, charge and spin) belongs to which entry?

C30H25O5S2

***

> The highest energy relative to the best compared isomer or geometry (same formula, charge and spin) belongs to which entry?

C30H26BeN6O3STe